Below is C10H55NO19Pd as an isolated structure, with properties calculated with the ωB97M-V functional and the def2-TZVPD basis.

Properties
- Net charge: -1
- LUMO energy (alpha / beta): 0.0641 / 0.0607 Eh
- Gap between HOMO and LUMO (alpha / beta): 2.21 / 6.25 eV
- E_HOMO (alpha / beta): -0.47 / -4.60 eV
- Spin multiplicity: 4
- Electronic energy: -55129.5977 eV
- <S²>: 3.76

Positions of all 86 atoms, in Å:
Pd  -3.71  -0.01  2.25
O  0.34  2.77  3.99
O  2.11  0.33  -4.68
O  -2.52  1.36  3.33
O  -3.44  0.00  -4.87
O  -2.07  -0.60  0.58
O  4.40  -2.57  -1.16
O  0.95  -5.05  4.04
O  2.97  3.29  -0.37
O  2.62  2.75  -3.45
O  4.22  -2.41  2.58
O  -0.87  4.85  0.46
O  2.64  3.98  2.26
O  -4.71  -0.10  -2.11
O  1.95  -2.89  -3.95
O  -0.21  -2.05  -5.23
O  -2.27  -2.81  -1.72
O  -3.35  -1.62  3.70
O  -1.80  3.98  2.64
O  -4.32  1.24  0.51
N  -0.72  -0.69  0.05
C  0.66  -0.57  2.26
C  2.03  -0.25  -0.65
C  -0.10  -2.76  1.38
C  1.57  -1.57  0.01
C  -2.40  -2.12  4.64
C  -1.45  0.58  -1.96
C  -0.35  1.90  -0.08
C  -0.41  0.50  -0.81
C  0.90  0.25  -1.56
C  0.31  -1.33  0.90
H  2.65  0.62  -5.42
H  2.14  2.04  -3.89
H  -1.17  -2.96  1.41
H  0.21  -3.01  2.39
H  3.87  -2.27  -0.41
H  -0.55  -2.12  -6.12
H  -2.87  -0.64  -5.29
H  -2.13  -3.18  4.62
H  -3.95  -0.05  -2.69
H  2.91  -0.45  -1.26
H  -2.18  1.23  4.21
H  2.61  3.23  2.85
H  0.45  3.56  4.53
H  -0.58  2.63  -0.85
H  0.78  -0.43  -2.40
H  0.85  0.47  2.02
H  -0.14  -0.54  3.01
H  -1.43  -1.68  4.43
H  -1.90  -1.94  -1.89
H  3.43  2.64  -0.89
H  1.81  -4.84  3.65
H  5.16  -1.99  -1.16
H  1.94  3.34  -3.13
H  0.55  2.08  0.52
H  1.38  1.16  -1.94
H  -1.01  3.73  3.11
H  1.58  -2.56  -3.13
H  -2.84  0.68  -4.55
H  -1.59  -0.42  -2.36
H  -0.14  4.30  0.19
H  4.35  -3.28  2.96
H  2.23  3.56  -0.91
H  2.69  3.60  1.38
H  1.18  2.32  4.07
H  2.66  -0.31  -4.22
H  -4.34  1.10  -0.44
H  -2.74  -2.10  5.68
H  0.99  -5.99  4.21
H  1.40  -2.39  -0.68
H  2.34  0.43  0.14
H  -2.36  2.29  3.15
H  1.49  -0.99  2.84
H  -1.10  1.25  -2.75
H  -1.51  4.78  -0.25
H  -2.46  -2.81  -0.78
H  -4.83  2.04  0.65
H  -1.15  2.03  0.65
H  1.28  -2.70  -4.60
H  2.41  -1.97  0.58
H  -5.37  -0.56  -2.63
H  -1.50  4.57  1.95
H  -2.31  1.09  -1.53
H  0.39  -3.47  0.72
H  0.17  -1.17  -5.19
H  3.27  -2.36  2.43